C17H33BN6PtSi2 | wB97M-V/def2-TZVPD

XYZ file:
```
60
Properties=species:S:1:pos:R:3:forces:R:3:lowdin_spin:R:1
H 1.178596 -0.842129 2.759149 -0.34 -0.46 -0.03 0.0000
N 0.001352 -1.897957 1.364523 0.10 -0.02 0.18 0.0340
B -1.543787 -3.515715 0.176590 -0.96 0.33 1.10 -0.0015
N -0.803023 -2.989777 1.437995 0.12 -0.25 0.06 0.0061
C -0.813851 -3.463461 2.711008 0.27 0.37 -0.17 0.0195
Pt 0.225071 -0.908082 -0.558142 -2.40 0.77 1.92 1.0704
H -1.406893 -4.340929 2.966508 0.24 0.36 -0.06 0.0008
C 0.011615 -2.650397 3.487721 -0.08 0.07 -0.38 0.0068
H 0.227947 -2.747321 4.550593 -0.12 0.06 -0.47 0.0002
C 0.501044 -1.679096 2.591634 -0.26 -0.37 0.02 0.0138
H -2.203673 -4.490024 0.455095 0.30 0.26 -0.20 -0.0005
C 0.406662 -0.001154 -2.405661 0.16 0.10 -0.63 0.0530
H 1.074973 0.874206 -2.379061 -0.19 -0.37 -0.27 0.0064
H -0.592468 0.321856 -2.749761 0.43 -0.15 0.15 0.0022
H 0.805364 -0.733637 -3.130478 -0.14 0.49 0.18 0.0075
N -0.487907 -3.872181 -0.905534 -0.28 -3.20 -0.80 0.0754
N -2.458109 -2.384448 -0.368783 -0.36 -0.31 -0.15 0.0053
N 0.373360 -2.928792 -1.365257 2.08 -1.89 -2.27 0.3955
N -1.930269 -1.189368 -0.737659 0.21 0.03 -0.08 0.0552
C -0.232905 -5.059294 -1.514325 -2.53 1.65 2.77 0.2262
C -3.805153 -2.361833 -0.541174 0.57 0.20 -0.03 0.0380
H -0.825435 -5.940948 -1.271732 0.21 0.25 -0.10 0.0066
H -4.406357 -3.236832 -0.296279 0.21 0.36 -0.10 0.0015
C 0.829941 -4.877580 -2.399054 1.79 0.71 -1.35 0.3642
C -4.161379 -1.108604 -1.039450 0.46 0.15 0.07 0.0207
C 1.176666 -3.518267 -2.265801 -0.04 0.80 0.28 -0.0028
C -2.943575 -0.406993 -1.143250 -0.33 -0.37 -0.16 0.0152
H 1.289827 -5.623401 -3.045941 -0.17 0.23 0.22 0.0134
H -5.159878 -0.753103 -1.288831 0.44 -0.14 0.14 0.0007
H 1.955138 -2.938456 -2.761725 -0.28 -0.31 0.16 -0.0040
H -2.743744 0.609818 -1.481701 -0.17 -0.58 0.08 0.0000
H 1.771468 -0.701965 -0.413760 0.48 -0.18 -0.37 0.0413
C 2.265024 3.374849 1.803226 -0.95 0.66 0.14 0.0743
Si 2.217062 1.791661 0.789819 3.09 1.22 0.67 0.1705
C 3.449184 1.995684 -0.627644 -0.52 -0.09 -0.35 0.0057
C 3.093213 0.633462 1.957994 -0.34 -1.23 0.38 0.0682
C 0.426945 1.271242 0.144930 -1.96 1.02 1.02 0.8838
Si -0.808200 2.781377 0.010947 -0.68 1.92 0.12 0.1027
C 0.129504 4.004470 -1.093653 1.09 -0.30 -0.30 0.0652
C -2.419295 2.911629 -0.932712 -0.54 -0.99 -0.26 0.0087
C -1.245344 3.567371 1.646730 0.19 0.06 0.46 0.0359
H 3.319217 3.592203 2.074381 -0.41 -0.40 -0.35 0.0123
H 1.701630 3.220594 2.744903 0.27 0.21 -0.46 -0.0002
H 1.864866 4.255474 1.273444 0.17 -0.28 0.42 0.0001
H 4.436362 2.295996 -0.215354 -0.66 -0.19 -0.20 -0.0003
H 3.557521 1.032317 -1.167899 0.08 0.57 0.14 0.0015
H 3.097671 2.777400 -1.329190 0.37 -0.39 0.16 -0.0002
H 2.603696 0.659448 2.949598 0.22 -0.28 -0.43 0.0004
H 3.155582 -0.391137 1.539652 0.05 0.42 0.56 0.0020
H 4.125417 1.012206 2.118547 -0.61 0.03 -0.42 0.0092
H 1.056348 1.655090 -0.623281 1.65 0.45 -1.48 0.0723
H 0.251084 3.543491 -2.096271 -0.08 0.35 0.38 -0.0006
H -0.440684 4.946268 -1.210184 0.13 -0.57 0.19 0.0098
H 1.136232 4.250316 -0.725860 -0.27 0.08 -0.23 0.0002
H -3.225742 2.362418 -0.415483 0.10 0.18 -0.57 0.0006
H -2.726926 3.976743 -0.957272 0.46 -0.49 0.23 0.0015
H -2.281517 2.608950 -1.992949 -0.40 0.01 0.57 0.0001
H -1.874736 2.875308 2.232268 0.23 0.38 -0.04 0.0007
H -0.351576 3.850932 2.222768 -0.48 -0.15 -0.03 -0.0003
H -1.823160 4.500101 1.441089 0.35 -0.74 0.04 0.0043
```
Forces are in eV/Å.

The frontier orbital gap (spin up / spin down) is 6.6269 / 4.2042 eV. The calculation puts the HOMO energy (spin up / spin down) at -12.63 / -15.07 eV. For the energy above the lowest of the compared OMol25 structures with the same formula, charge and spin, the calculation gives 289.5 kJ/mol. The expectation value of S² is 6.035. As for the net charge: +2. The maximum force comes out at 4.098 eV/Å. The spin multiplicity is 5.